Entry i
Below is one molecule with the formula C3H4N2OS2, with properties calculated with ωB97M-V/def2-TZVPD.

Highest occupied orbital energy, Eh: -0.3180
Net charge: 0
Frontier orbital gap, eV: 8.4
LUMO energy, eV: -0.22
Multiplicity: 1
M, g/mol: 148.2
SMILES: C=NSC(=O)NC=S

Geometry (Å):
O (-0.68, -2.42, -0.81)
C (-0.44, -1.30, -0.34)
S (1.87, 0.68, 0.93)
C (1.07, -0.65, 1.51)
N (0.00, -1.30, 0.98)
H (1.33, -1.06, 2.54)
H (-1.64, 3.20, 0.24)
H (-1.19, 2.87, -1.53)
H (-0.27, -2.10, 1.46)
N (-1.11, 1.31, -0.12)
C (-1.34, 2.48, -0.55)
S (-0.67, 0.15, -1.30)

=====

Entry ii
Below is one molecule with the formula C3H4N2OS2, with properties calculated with ωB97M-V/def2-TZVPD.

Highest occupied orbital energy, Eh: -0.3264
Net charge: 0
Frontier orbital gap, eV: 8.6
LUMO energy, eV: -0.33
Multiplicity: 1
M, g/mol: 148.2
SMILES: C=NSC(=O)NC=S

Geometry (Å):
C (1.57, 1.16, 0.05)
C (0.87, -1.25, 0.49)
O (1.39, -2.28, 0.93)
H (-2.98, 1.09, -0.60)
H (2.13, -0.10, 1.54)
N (-1.28, 0.06, -0.31)
C (-2.56, 0.13, -0.66)
S (1.02, 1.45, -1.46)
H (2.06, 1.98, 0.66)
N (1.44, -0.03, 0.84)
S (-0.60, -1.45, -0.35)
H (-3.06, -0.77, -1.14)

=====

Which one sits at the top of the stability order? entry i does.

=====

Entry i
Below is CH2P2S2 as an isolated structure, with properties calculated with ωB97M-V/def2-TZVPD.

Highest occupied orbital energy, Eh: -0.3265
Net charge: 0
Frontier orbital gap, eV: 7.3
LUMO energy, eV: -1.58
Multiplicity: 1
M, g/mol: 140.1

Geometry (Å):
S (-0.50, -3.08, -1.58)
H (0.89, -0.55, 1.30)
S (2.63, -2.06, -2.13)
P (-0.92, -1.38, -0.27)
H (1.43, -1.89, 0.29)
C (0.53, -1.28, 0.62)
P (0.79, -1.54, -2.35)

=====

Entry ii
Below is one molecule with the formula CH2P2S2, with properties calculated with ωB97M-V/def2-TZVPD.

Highest occupied orbital energy, Eh: -0.3300
Net charge: 0
Frontier orbital gap, eV: 7.4
LUMO energy, eV: -1.54
Multiplicity: 1
M, g/mol: 140.1
SMILES: C=P#S#P=S

Geometry (Å):
P (-1.62, 0.57, 0.57)
H (2.72, 0.10, 0.25)
S (-1.26, -1.22, -0.40)
H (0.97, 0.78, -0.26)
P (0.79, -1.49, 0.17)
S (-3.22, 1.29, -0.35)
C (1.61, -0.04, 0.03)

=====

Which one sits at the top of the stability order? entry ii does.

=====

Entry i
Below is a 2-piece molecular cluster, C14H16O overall, with properties calculated with ωB97M-V/def2-TZVPD.

Highest occupied orbital energy, Eh: -0.2946
Net charge: 0
Frontier orbital gap, eV: 8.8
LUMO energy, eV: 0.74
Multiplicity: 1
M, g/mol: 200.3
SMILES: Cc1ccc(O)cc1.Cc1ccccc1

Geometry (Å):
C (-1.38, 1.48, 1.07)
H (-1.76, 1.93, 4.30)
H (3.34, -2.85, -3.35)
H (-0.76, 0.54, 3.95)
C (-0.09, 2.87, 2.63)
C (1.02, -1.47, -2.76)
H (0.32, 2.93, 3.61)
C (1.71, -2.42, -1.93)
H (2.82, -4.27, -2.18)
H (1.77, -3.70, -0.22)
H (1.50, -1.15, -3.67)
H (-2.23, 0.86, 0.91)
C (1.19, -3.03, -0.78)
C (-0.04, 3.39, 0.23)
H (0.95, 4.52, 1.63)
H (-2.35, 0.39, 3.57)
H (3.66, -2.79, -1.61)
C (2.94, -3.13, -2.37)
H (-0.71, -0.23, -2.77)
C (-0.96, 1.79, 2.35)
O (-1.82, -0.97, -0.52)
H (0.29, 3.97, -0.61)
H (-0.14, -2.62, 0.76)
C (-0.87, 2.26, 0.06)
C (0.45, 3.58, 1.52)
C (-1.51, 1.12, 3.57)
H (-1.84, -1.01, 0.43)
C (0.13, -2.37, -0.22)
C (-0.63, -1.46, -1.01)
C (-0.20, -1.05, -2.28)
H (-0.86, 2.00, -1.02)

=====

Entry ii
Below is a 2-piece molecular cluster, C14H16O overall, with properties calculated with ωB97M-V/def2-TZVPD.

Highest occupied orbital energy, Eh: -0.2956
Net charge: 0
Frontier orbital gap, eV: 8.9
LUMO energy, eV: 0.86
Multiplicity: 1
M, g/mol: 200.3
SMILES: Cc1ccc(O)cc1.Cc1ccccc1

Geometry (Å):
H (-0.26, 5.22, 1.31)
H (0.21, -3.02, 0.64)
H (-0.08, 2.87, 4.16)
H (-0.43, 5.03, 3.02)
C (0.45, 2.69, 0.77)
H (2.21, -3.33, -0.57)
H (0.50, 0.56, 3.99)
H (1.18, 5.14, 2.60)
H (-3.14, -1.75, -2.66)
H (2.31, -2.57, -2.97)
H (-2.00, -2.89, -0.47)
C (0.30, 2.49, 3.20)
O (0.57, -0.82, 1.89)
C (0.50, 1.29, 0.66)
H (-2.16, -1.17, -3.96)
C (1.34, -2.99, -1.11)
C (0.30, 3.27, 1.99)
H (0.51, 0.73, -0.29)
C (0.49, 1.14, 3.08)
C (1.41, -2.44, -2.41)
C (0.15, -2.85, -0.43)
H (0.72, 3.34, -0.03)
C (0.18, -2.24, -3.02)
C (0.21, 4.74, 2.18)
C (0.67, 0.54, 1.81)
C (-1.06, -2.23, -2.34)
H (0.56, -1.33, 1.07)
C (-2.26, -2.01, -3.25)
C (-1.10, -2.55, -1.00)
H (-2.47, -2.94, -3.83)
H (0.21, -1.91, -4.03)

=====

Which one sits at the top of the stability order? entry ii does.

=====

Entry i
Below is a 2-piece molecular cluster, C14H16O overall, with properties calculated with ωB97M-V/def2-TZVPD.

Highest occupied orbital energy, Eh: -0.3143
Net charge: 0
Frontier orbital gap, eV: 9.2
LUMO energy, eV: 0.65
Multiplicity: 1
M, g/mol: 200.3
SMILES: Cc1ccc(O)cc1.Cc1ccccc1

Geometry (Å):
C (-0.46, 0.04, 0.63)
C (0.12, -1.04, -2.49)
H (2.93, 1.43, -1.82)
H (-1.19, 1.88, 3.35)
H (-0.95, -0.35, 5.35)
H (0.03, 0.07, -0.33)
C (-1.42, -1.31, 2.35)
C (2.41, -0.68, -1.81)
O (1.54, -2.86, -1.87)
C (-1.76, -0.70, 4.68)
H (3.44, -1.14, -1.85)
H (-1.80, -1.79, 4.78)
C (2.24, 0.74, -1.97)
H (1.51, 3.25, -2.18)
H (-1.84, -2.30, 2.64)
H (0.98, -3.48, -2.46)
H (-0.98, 2.09, 0.88)
C (-0.76, 1.19, 1.41)
H (0.82, 3.07, -3.77)
C (-1.08, 1.03, 2.74)
C (-0.72, -1.23, 1.12)
C (0.82, 2.69, -2.76)
H (-0.58, -1.73, -2.88)
C (-0.01, 0.34, -2.71)
C (1.35, -1.57, -2.03)
H (-2.67, -0.27, 4.96)
H (-0.08, 2.98, -2.16)
C (1.02, 1.20, -2.42)
C (-1.42, -0.26, 3.25)
H (-1.02, 0.67, -3.00)
H (-0.45, -1.99, 0.36)

=====

Entry ii
Below is a 2-piece molecular cluster, C14H16O overall, with properties calculated with ωB97M-V/def2-TZVPD.

Highest occupied orbital energy, Eh: -0.3086
Net charge: 0
Frontier orbital gap, eV: 9.3
LUMO energy, eV: 0.86
Multiplicity: 1
M, g/mol: 200.3
SMILES: Cc1ccc(O)cc1.Cc1ccccc1

Geometry (Å):
H (1.07, 0.13, 1.63)
C (3.71, 1.13, -0.96)
C (1.64, 0.04, -0.40)
C (-3.02, -1.05, 1.26)
C (2.49, -0.06, -2.79)
C (1.88, 0.34, 0.94)
C (-1.73, 0.51, -0.63)
H (-3.83, -2.14, -0.36)
H (-0.58, 1.91, -1.21)
C (2.63, 0.30, -1.34)
H (-1.04, 1.67, 1.04)
C (-3.23, -1.27, -0.10)
C (-2.11, -0.09, 1.65)
H (3.33, -0.59, -3.24)
C (-2.57, -0.51, -1.05)
H (2.30, 0.82, -3.40)
C (-3.67, -1.96, 2.27)
C (-1.59, 0.80, 0.71)
H (3.25, 1.09, 2.40)
O (-1.19, 1.29, -1.62)
H (-4.52, -2.49, 1.85)
H (-3.00, -2.67, 2.76)
H (4.58, 2.30, 0.58)
H (-4.10, -1.37, 3.09)
H (4.37, 1.46, -1.74)
C (3.00, 1.04, 1.34)
C (3.88, 1.50, 0.36)
H (0.87, -0.63, -0.74)
H (-2.65, -0.77, -2.10)
H (-1.85, 0.03, 2.70)
H (1.68, -0.77, -2.90)

=====

Which one sits at the top of the stability order? entry ii does.